C24H34AsCrN3O2S as an isolated structure at a distorted geometry, computed with ωB97M-V/def2-TZVPD.

```
66
Properties=species:S:1:pos:R:3:mulliken_charge:R:1
As -0.9635 -0.6400 -2.9524 1.3009
Cr -0.3306 0.6451 0.2432 -0.3436
S -1.6276 1.0321 -1.8061 -0.6705
O 0.6469 0.1233 1.8591 -0.1201
O -0.3046 -1.2516 -0.4303 0.5129
N 1.4473 0.9790 -0.6516 1.1605
N -2.0368 0.1984 1.2212 0.8922
N -0.2478 2.8224 0.6931 0.7137
C -2.1725 -3.4106 1.8289 -0.7492
C -1.0535 0.0947 -4.7698 -1.1823
C 0.7811 3.0757 1.7080 -1.3998
C -2.1790 2.4371 2.2574 -0.8000
C -2.9283 1.2468 1.6589 -0.8757
C -2.3531 -2.0059 -2.9184 -1.0396
C 1.5270 1.9197 -1.7421 -0.5941
C 4.0128 -0.9954 1.0505 -0.8909
C 4.3080 -1.7175 2.1783 -0.8620
C 0.0587 3.6253 -0.5138 -0.9708
C 1.8086 -0.4147 1.9477 0.3648
C -2.3627 -0.9974 1.5662 -0.4193
C 1.3960 3.3474 -1.1998 -1.0014
C 0.8389 -1.4090 -3.1012 -0.9626
C -0.2199 -3.5761 -0.1231 -0.4698
C 2.1983 -1.0777 3.1381 -0.9832
C -0.7157 -2.3036 0.2203 -0.0825
C -0.6743 -4.7148 0.4995 -0.6434
C 2.7740 -0.3454 0.8937 0.9686
C 2.5605 0.4487 -0.2647 -0.5174
C -1.5354 3.3333 1.2039 -0.7707
C 3.3970 -1.7345 3.2381 -0.4794
C -1.6568 -4.6375 1.4853 -0.8576
C -1.7207 -2.2252 1.2218 0.4300
H 1.2763 -1.6655 -2.1416 0.0470
H -2.2352 -2.7053 -3.7466 0.4259
H -1.3822 4.3399 1.6227 0.4123
H -0.7972 -0.6634 -5.5113 0.4283
H -3.5141 1.5739 0.7897 0.2825
H 5.2368 -2.2581 2.2532 0.4252
H -0.7392 3.4393 -1.2396 0.4659
H -3.2564 -1.1272 2.1821 0.2071
H 4.7306 -0.9252 0.2441 0.4250
H 1.5029 -1.0765 3.9630 0.4938
H 0.0351 4.6925 -0.2457 0.3785
H -2.3490 -2.5517 -1.9725 0.2611
H 2.2304 3.5541 -0.5306 0.2880
H 1.7486 2.7207 1.3643 0.2967
H -2.2218 3.4328 0.3584 0.4801
H -1.4237 2.0611 2.9513 0.2127
H 3.6423 -2.2659 4.1461 0.4398
H -0.3299 0.9140 -4.8383 0.3648
H 1.4747 -0.6930 -3.6248 0.4139
H 0.8461 4.1441 1.9417 0.3897
H -2.0429 0.4995 -4.9876 0.3857
H -0.2685 -5.6733 0.2143 0.4698
H 2.4783 1.8184 -2.2823 0.4656
H 0.7057 1.7178 -2.4420 -0.2417
H -2.0213 -5.5295 1.9698 0.4216
H -3.6204 0.8558 2.4160 0.4483
H 0.5468 -3.6329 -0.8829 0.3641
H 0.7310 -2.2986 -3.7209 0.5165
H 3.4608 0.6438 -0.8573 0.2771
H -2.8951 3.0353 2.8251 0.4622
H -2.9403 -3.3498 2.5883 0.4232
H -3.3055 -1.4775 -3.0326 0.3634
H 1.4695 4.0406 -2.0382 0.5155
H 0.5545 2.5378 2.6245 0.3330
```

Output
Charge = +1
HOMO (alpha / beta) = -10.384 / -10.469 eV
Spin multiplicity = 4